[1]
Below is C7H13N as an isolated structure, with properties calculated with ωB97M-V with the def2-TZVPD basis set.

Last column: Löwdin charge in e.
Geometry (Å):
1 C -0.57 -0.47 2.48  -0.07
2 C -0.43 -1.23 1.13  -0.48
3 C 1.01 -1.19 0.55  0.02
4 C 1.27 0.51 -0.28  0.17
5 C 0.40 0.86 -1.26  -0.08
6 C 0.19 2.18 -1.72  -0.09
7 C -0.57 2.48 -2.82  0.19
8 N -0.96 -2.58 1.38  0.05
9 H -0.04 0.49 2.48  0.07
10 H -0.11 -1.05 3.28  0.08
11 H -1.59 -0.22 2.76  0.08
12 H -1.01 -0.56 0.49  0.11
13 H 1.04 -1.83 -0.35  0.11
14 H 1.86 -1.18 1.20  0.08
15 H 2.26 0.92 -0.07  0.12
16 H -0.27 0.19 -1.81  0.14
17 H 0.89 2.92 -1.31  0.13
18 H -1.21 1.68 -3.21  0.10
19 H -0.68 3.47 -3.28  0.10
20 H -0.49 -3.21 0.74  0.07
21 H -1.94 -2.61 1.09  0.09

Results
⟨S²⟩: 0.789
Kohn-Sham gap (alpha / beta) (eV): 7.5 / 5.0
Net charge: +1
E_LUMO (alpha / beta) (Eh): -0.200 / -0.288
Relative energy (zero: lowest compared OMol25 entry of this formula, charge and spin) (kcal per mole): 74.95
HOMO energy (alpha / beta) (hartree): -0.47408 / -0.47352
2S+1: 2



[2]
Below is a 2-piece molecular cluster, C5H13NO2S overall, with properties calculated with ωB97M-V with the def2-TZVPD basis set.

Last column: Löwdin charge in e.
Geometry (Å):
1 C -0.15 -0.16 2.28  -0.10
2 C 2.42 0.37 -0.16  -0.04
3 C -0.98 -0.02 1.04  -0.20
4 C 0.98 0.50 -0.69  -0.16
5 C -0.04 -0.48 -0.09  -0.62
6 N -2.07 0.60 -1.45  0.02
7 O -0.07 -1.65 -2.45  -0.46
8 O 0.41 -1.82 0.15  -0.27
9 S -0.62 -1.78 -1.11  0.99
10 H 0.66 0.48 2.41  0.07
11 H 0.09 -1.17 2.43  0.07
12 H -0.69 -0.01 3.10  0.03
13 H 2.51 0.45 0.87  0.06
14 H 2.69 -0.63 -0.22  0.07
15 H 2.97 0.98 -0.73  0.04
16 H -1.28 0.98 1.06  0.08
17 H -1.93 -0.77 0.98  0.16
18 H 1.06 0.34 -1.69  0.07
19 H 0.66 1.40 -0.44  0.07
20 H -2.74 0.07 -2.03  0.05
21 H -1.35 0.87 -2.10  0.03
22 H -2.55 1.44 -1.16  0.04

Results
Kohn-Sham gap (eV): 10.0
E_LUMO (Eh): 0.028
Relative energy (zero: lowest compared OMol25 entry of this formula, charge and spin) (kcal per mole): 76.83
HOMO energy (hartree): -0.34127



[3]
Below is C49H54MoN5O2S as an isolated structure, with properties calculated with ωB97M-V with the def2-TZVPD basis set.

Last column: Löwdin charge in e.
Geometry (Å):
1 Mo 1.42 -0.96 0.67  1.76
2 C -3.09 -3.81 -2.75  -0.07
3 C -2.16 -4.63 -1.85  -0.17
4 C -1.56 -3.81 -0.75  -0.13
5 C -2.00 -3.68 0.52  -0.13
6 C -3.16 -4.36 1.17  -0.19
7 C -2.74 -5.60 1.97  -0.07
8 C -1.14 -2.71 1.16  -0.22
9 C -1.28 -2.20 2.43  0.07
10 C -0.58 -1.15 3.00  -0.21
11 C -0.76 -0.65 4.32  -0.11
12 C -1.71 -1.22 5.33  -0.17
13 C -3.16 -0.79 5.12  -0.07
14 C 0.10 0.40 4.48  -0.11
15 C 0.85 0.53 3.27  -0.20
16 C 1.86 1.46 3.06  0.07
17 C 2.64 1.61 1.93  -0.21
18 N 2.58 0.79 0.84  -0.04
19 C 3.38 1.34 -0.12  -0.21
20 C 3.47 0.89 -1.42  0.07
21 C 2.73 -0.12 -2.00  -0.20
22 N 1.81 -0.92 -1.35  -0.07
23 C 1.26 -1.76 -2.30  -0.22
24 C 0.26 -2.69 -2.08  0.06
25 C -0.42 -2.94 -0.90  -0.23
26 N -0.17 -2.30 0.28  -0.03
27 C 1.87 -1.49 -3.58  -0.11
28 C 2.77 -0.48 -3.39  -0.11
29 C 3.60 0.21 -4.42  -0.18
30 C 2.97 1.53 -4.89  -0.07
31 C 1.51 -2.18 -4.85  -0.17
32 C 0.23 -1.61 -5.48  -0.07
33 C 4.02 2.53 0.41  -0.11
34 C 3.56 2.70 1.68  -0.11
35 C 3.83 3.82 2.63  -0.18
36 C 2.72 4.88 2.59  -0.07
37 C 4.93 3.42 -0.38  -0.18
38 C 4.16 4.37 -1.30  -0.07
39 N 0.42 -0.43 2.37  -0.06
40 C 0.25 1.29 5.68  -0.18
41 C -0.61 2.55 5.58  -0.07
42 H -3.49 -4.42 -3.56  0.08
43 H -2.57 -2.96 -3.19  0.06
44 H -3.94 -3.42 -2.17  0.06
45 H -1.37 -5.08 -2.46  0.12
46 H -2.71 -5.47 -1.41  0.11
47 H -3.88 -4.64 0.41  0.11
48 H -3.68 -3.66 1.83  0.11
49 H -2.22 -6.32 1.32  0.08
50 H -3.60 -6.10 2.41  0.08
51 H -2.05 -5.34 2.77  0.08
52 H -2.07 -2.62 3.04  0.12
53 H -1.38 -0.92 6.33  0.11
54 H -1.64 -2.31 5.32  0.12
55 H -3.26 0.30 5.16  0.07
56 H -3.81 -1.21 5.89  0.08
57 H -3.53 -1.11 4.15  0.06
58 H 2.04 2.16 3.86  0.11
59 H 4.14 1.43 -2.07  0.11
60 H -0.05 -3.27 -2.94  0.11
61 H 3.74 -0.45 -5.28  0.11
62 H 4.60 0.41 -4.02  0.12
63 H 1.99 1.35 -5.34  0.07
64 H 3.59 2.01 -5.64  0.08
65 H 2.83 2.22 -4.06  0.06
66 H 1.39 -3.25 -4.68  0.12
67 H 2.34 -2.09 -5.56  0.11
68 H -0.62 -1.74 -4.81  0.06
69 H 0.00 -2.12 -6.42  0.08
70 H 0.34 -0.55 -5.69  0.07
71 H 4.79 4.27 2.38  0.11
72 H 3.94 3.43 3.64  0.11
73 H 2.62 5.30 1.59  0.07
74 H 2.95 5.70 3.28  0.08
75 H 1.76 4.46 2.87  0.07
76 H 5.62 2.81 -0.97  0.11
77 H 5.55 3.99 0.31  0.11
78 H 3.51 3.83 -1.99  0.06
79 H 4.85 4.98 -1.89  0.08
80 H 3.53 5.05 -0.72  0.07
81 H 1.30 1.56 5.81  0.11
82 H -0.01 0.73 6.58  0.11
83 H -0.34 3.13 4.70  0.07
84 H -0.48 3.18 6.46  0.08
85 H -1.67 2.30 5.50  0.07
86 O 5.01 -2.58 1.86  0.19
87 C 3.91 -2.35 1.59  -0.41
88 N 2.74 -2.20 1.32  -0.07
89 O -0.28 1.83 0.18  -0.51
90 S -0.89 0.88 -0.80  0.95
91 C -1.50 1.80 -2.19  -0.37
92 C -1.54 1.19 -3.43  -0.08
93 C -2.03 1.91 -4.51  -0.07
94 C -2.44 3.22 -4.34  -0.07
95 C -2.37 3.83 -3.08  -0.06
96 C -1.90 3.11 -1.99  -0.06
97 C -2.44 0.32 -0.10  -0.36
98 C -2.89 0.94 1.06  -0.06
99 C -4.09 0.52 1.61  -0.07
100 C -4.80 -0.52 1.04  -0.07
101 C -4.31 -1.16 -0.10  -0.07
102 C -3.13 -0.73 -0.68  -0.08
103 H -1.18 0.17 -3.56  0.09
104 H -2.07 1.45 -5.49  0.11
105 H -2.82 3.79 -5.18  0.11
106 H -2.69 4.85 -2.96  0.11
107 H -1.82 3.56 -1.01  0.12
108 H -2.30 1.74 1.49  0.11
109 H -4.47 1.02 2.50  0.11
110 H -5.74 -0.84 1.48  0.11
111 H -4.87 -1.98 -0.54  0.10
112 H -2.75 -1.22 -1.57  0.10

Results
⟨S²⟩: 2.019
Kohn-Sham gap (alpha / beta) (eV): 5.3 / 5.4
Net charge: +1
E_LUMO (alpha / beta) (Eh): -0.161 / -0.151
HOMO energy (alpha / beta) (hartree): -0.35488 / -0.35086
2S+1: 3



[4]
Below is C21H25MgN2Te as an isolated structure, with properties calculated with ωB97M-V with the def2-TZVPD basis set.

Last column: Löwdin charge in e.
Geometry (Å):
1 Mg 0.03 0.40 0.15  0.60
2 C 2.70 1.76 0.47  -0.09
3 N 2.20 0.40 0.22  -0.35
4 C 2.91 -0.18 -0.94  -0.08
5 C 2.46 -0.45 1.43  -0.16
6 C 1.43 -0.25 2.53  -0.29
7 C 1.85 -0.27 3.85  -0.05
8 C 0.91 -0.20 4.87  -0.08
9 C -0.44 -0.12 4.54  -0.09
10 C -0.83 -0.08 3.21  -0.15
11 C 0.08 -0.14 2.15  -0.19
12 H 3.78 1.75 0.63  0.10
13 H 2.22 2.16 1.37  0.09
14 H 2.47 2.41 -0.37  0.08
15 H 3.98 -0.26 -0.74  0.10
16 H 2.77 0.47 -1.81  0.09
17 H 2.52 -1.17 -1.16  0.09
18 H 3.48 -0.24 1.79  0.13
19 H 2.45 -1.49 1.09  0.13
20 H 2.90 -0.34 4.10  0.11
21 H 1.22 -0.21 5.90  0.11
22 H -1.18 -0.07 5.33  0.10
23 H -1.90 0.01 3.01  0.08
24 Te -0.86 3.22 0.52  1.46
25 C -0.23 5.14 -0.01  -0.53
26 C -0.53 6.18 0.87  -0.14
27 C -0.15 7.47 0.53  -0.07
28 C 0.52 7.72 -0.65  -0.06
29 C 0.83 6.67 -1.52  -0.07
30 C 0.46 5.38 -1.19  -0.14
31 C -2.59 3.08 -0.66  -0.55
32 C -2.48 2.89 -2.04  -0.16
33 C -3.63 2.77 -2.81  -0.08
34 C -4.88 2.82 -2.21  -0.07
35 C -4.99 3.01 -0.84  -0.07
36 C -3.84 3.14 -0.06  -0.14
37 H -1.05 5.99 1.80  0.09
38 H -0.38 8.29 1.20  0.11
39 H 0.82 8.73 -0.91  0.11
40 H 1.35 6.87 -2.44  0.11
41 H 0.70 4.56 -1.87  0.09
42 H -1.51 2.85 -2.52  0.10
43 H -3.55 2.63 -3.89  0.11
44 H -5.77 2.73 -2.81  0.11
45 H -5.96 3.07 -0.37  0.11
46 H -3.93 3.30 1.00  0.10
47 N -1.85 -0.13 -0.65  0.04
48 H -2.52 0.19 0.05  0.07
49 H -1.96 -1.14 -0.70  0.08
50 H -2.18 0.25 -1.53  0.06

Results
Kohn-Sham gap (eV): 8.1
Net charge: +1
E_LUMO (Eh): -0.112
Relative energy (zero: lowest compared OMol25 entry of this formula, charge and spin) (kcal per mole): 0.00
HOMO energy (hartree): -0.40822



Per-record max |F|, eV/A: 5.03; 4.93; 0.55; 0.59
Per-record electronic energy, a.u.: -328.84886; -801.61983; -2790.17110; -1392.64755